--- i ---
{
  "formula": "C3H4S2",
  "method": "ωB97M-V with the def2-TZVPD basis set",
  "multiplicity": 1,
  "lumo_energy_ev": -0.41,
  "gap_ev": 8.601,
  "homo_energy_ev": -9.0,
  "elements": ["C", "C", "C", "H", "H", "H", "H", "S", "S"],
  "coordinates": [[0.52, 0.01, 0.04], [-0.44, -1.12, 0.01], [-0.53, 1.11, 0.02], [-0.23, -1.64, -0.86], [-0.29, -1.64, 1.00], [-0.55, 1.74, -0.83], [-0.51, 1.64, 0.94], [2.17, 0.02, -0.02], [-1.90, -0.03, -0.02]]
}


--- ii ---
{
  "formula": "C3H4S2",
  "method": "ωB97M-V with the def2-TZVPD basis set",
  "multiplicity": 1,
  "lumo_energy_ev": -0.31,
  "smiles": "C=CSC=S",
  "gap_ev": 8.415,
  "homo_energy_ev": -8.7,
  "elements": ["C", "C", "C", "H", "H", "H", "H", "S", "S"],
  "coordinates": [[0.57, -0.37, 1.83], [-0.01, -0.33, 0.69], [-0.34, 0.49, -1.87], [-0.19, -0.35, 2.68], [1.67, -0.36, 1.96], [-1.11, -0.50, 0.50], [-1.33, 0.32, -1.49], [0.94, -0.08, -0.91], [-0.21, 1.18, -3.39]]
}


--- iii ---
{
  "formula": "C3H4S2",
  "method": "ωB97M-V with the def2-TZVPD basis set",
  "multiplicity": 1,
  "lumo_energy_ev": 0.25,
  "gap_ev": 8.752,
  "homo_energy_ev": -8.5,
  "elements": ["C", "C", "C", "S", "S", "H", "H", "H", "H"],
  "coordinates": [[0.36, 0.36, 0.42], [0.82, 0.44, 1.68], [-0.74, -0.61, -1.44], [-1.26, 0.61, -0.20], [1.09, -0.48, -1.04], [1.81, 0.52, 1.95], [0.07, 0.97, 2.24], [-0.99, -1.56, -1.20], [-1.16, -0.25, -2.41]]
}


--- iv ---
{
  "formula": "C3H4S2",
  "method": "ωB97M-V with the def2-TZVPD basis set",
  "multiplicity": 1,
  "lumo_energy_ev": [-0.80, -1.43],
  "gap_ev": [7.854, 6.791],
  "homo_energy_ev": [-8.7, -8.2],
  "elements": ["C", "C", "C", "S", "S", "H", "H", "H", "H"],
  "coordinates": [[-0.85, -0.56, -0.48], [0.54, -0.26, -0.16], [0.66, 0.79, 0.83], [-1.84, 0.97, 0.00], [1.33, -0.53, 1.63], [-0.78, -0.69, -1.56], [-1.38, -1.41, -0.07], [1.22, -0.12, -0.98], [1.11, 1.81, 0.78]]
}


The structure with the greatest stability is i.